{
  "formula": "C18H36Cl12FNO4S2Ta",
  "method": "the ωB97M-V functional and the def2-TZVPD basis",
  "symbols": ["C", "C", "S", "C", "Ta", "C", "C", "C", "C", "C", "C", "C", "O", "C", "N", "C", "C", "C", "O", "S", "O", "O", "F", "H", "H", "H", "H", "H", "H", "H", "H", "H", "H", "H", "H", "H", "H", "H", "H", "H", "H", "H", "H", "H", "H", "H", "H", "H", "H", "H", "H", "H", "H", "H", "H", "C", "Cl", "Cl", "Cl", "H", "C", "Cl", "Cl", "Cl", "H", "C", "Cl", "Cl", "Cl", "H", "C", "Cl", "Cl", "Cl", "H"],
  "positions_angstrom": [[1.996, -0.730, 4.053], [2.279, -1.507, 2.753], [2.606, -0.446, 1.302], [1.207, -0.824, 0.185], [-0.888, -0.325, 0.889], [-1.782, -1.078, -1.084], [-0.835, 1.718, -0.070], [-0.871, 2.934, 0.899], [0.463, 3.695, 1.008], [1.146, 3.957, -0.345], [2.305, 2.952, -0.624], [2.266, 2.420, -2.043], [3.166, 1.316, -2.203], [2.734, 0.461, -3.237], [-1.305, -2.275, 1.720], [-0.659, -3.393, 1.024], [-1.298, -2.334, 3.097], [-0.998, -3.659, 3.784], [-1.590, -1.361, 3.780], [-3.288, 0.423, 1.710], [-4.049, 1.112, 0.671], [-3.236, 1.138, 2.973], [-4.143, -0.923, 2.051], [0.925, -0.662, 4.254], [2.389, 0.283, 3.997], [2.446, -1.269, 4.896], [1.422, -2.133, 2.500], [3.152, -2.151, 2.878], [1.322, -1.844, -0.195], [1.413, -0.153, -0.660], [-0.141, 0.343, 2.447], [-2.261, -2.044, -0.899], [-2.551, -0.377, -1.423], [-1.023, -1.168, -1.863], [-1.710, 1.787, -0.729], [0.042, 1.710, -0.721], [-1.181, 2.605, 1.895], [-1.639, 3.639, 0.559], [0.235, 4.671, 1.460], [1.127, 3.192, 1.719], [0.412, 3.818, -1.146], [1.576, 4.960, -0.390], [2.184, 2.102, 0.059], [3.284, 3.393, -0.413], [1.265, 2.083, -2.336], [2.606, 3.202, -2.743], [3.581, -0.051, -3.701], [2.215, 1.018, -4.028], [2.027, -0.285, -2.845], [-1.311, -4.278, 1.017], [-0.474, -3.150, -0.024], [0.293, -3.698, 1.469], [-1.650, -4.427, 3.349], [0.026, -3.993, 3.603], [-1.224, -3.565, 4.844], [-1.705, -4.986, -2.692], [-0.915, -3.472, -3.130], [-0.623, -5.999, -1.723], [-3.218, -4.685, -1.838], [-1.931, -5.526, -3.601], [-0.521, 2.020, -5.873], [0.633, 1.809, -7.197], [-0.644, 0.550, -4.910], [-0.070, 3.399, -4.869], [-1.492, 2.220, -6.305], [5.207, 2.837, 3.395], [4.879, 1.178, 2.907], [6.523, 3.528, 2.430], [3.766, 3.833, 3.278], [5.526, 2.830, 4.429], [-5.983, -1.227, -2.692], [-5.318, -0.321, -1.348], [-5.002, -1.011, -4.154], [-6.144, -2.955, -2.328], [-6.974, -0.847, -2.901]],
  "mulliken_charge": [-0.939, 0.643, -0.100, -0.061, 0.530, -1.063, 0.261, -0.572, -0.642, -0.987, 0.217, -0.372, -0.446, -0.323, 0.057, -0.682, 0.858, -1.412, -0.541, 0.817, -0.601, -0.608, -0.296, 0.270, 0.175, 0.376, -0.889, 0.531, 0.717, -0.936, -0.053, 0.305, 0.177, -0.048, 0.552, -0.594, 0.339, 0.323, 0.403, 0.126, 0.344, 0.525, -0.430, 0.531, 0.126, 0.422, 0.284, 0.121, 0.072, 0.505, -0.175, 0.276, 0.372, 0.294, 0.325, -0.152, -0.034, -0.138, -0.082, 0.385, -0.128, -0.142, -0.043, -0.099, 0.375, -0.097, -0.075, -0.154, -0.098, 0.378, -0.109, 0.022, -0.141, -0.139, 0.366],
  "charge": -1,
  "molar_mass_g_mol": 1020.0,
  "spin_multiplicity": 1,
  "homo_ev": -4.98,
  "largest_force_ha_per_bohr": 0.033
}